# 1
The following is a quantum chemistry calculation of a structure of composition C18H10F5NOPtSe2Te2 at a distorted geometry, from OMol25.

The geometry in XYZ format:
```
40
Properties=species:S:1:pos:R:3:nbo_charge:R:1
Pt -0.37325 0.28240 0.52934 0.580
Se -1.31122 2.25671 1.39141 -0.375
Te -0.77790 2.05518 3.80843 -0.028
Te -2.00451 -0.40123 4.11877 -0.099
Se -2.00267 -1.18390 1.69951 -0.523
F -0.49214 -2.75271 -5.94911 -0.322
C -0.35869 -2.42472 -4.64206 0.190
C -0.53155 -1.12218 -4.21177 0.255
F -0.84057 -0.17298 -5.11593 -0.314
C -0.39542 -0.78229 -2.88024 0.271
F -0.59025 0.50360 -2.55765 -0.312
C -0.08298 -1.72729 -1.86913 0.275
O 0.05584 -1.49906 -0.61515 -0.744
C 0.07951 -3.04372 -2.36604 0.237
F 0.38216 -4.02827 -1.49838 -0.314
C -0.05176 -3.38213 -3.69639 0.257
F 0.12115 -4.66315 -4.08581 -0.320
C 2.95863 3.63153 -2.71042 -0.322
C 1.60946 3.53280 -2.37543 -0.220
C 1.16802 2.64492 -1.41417 -0.207
C 2.05855 1.79435 -0.72791 0.182
C 3.42281 1.89409 -1.09125 -0.310
C 3.85160 2.79372 -2.05308 -0.198
N 1.59352 0.88598 0.18374 -0.676
C 2.44069 0.37422 1.16717 0.269
C 2.36197 -0.97864 1.53000 -0.275
C 3.14739 -1.48402 2.55426 -0.196
C 4.04277 -0.67093 3.23775 -0.280
C 4.12922 0.67130 2.88608 -0.219
C 3.33885 1.18884 1.87340 -0.282
H 3.29887 4.33101 -3.46464 0.185
H 0.88136 4.16415 -2.87406 0.191
H 0.11883 2.58605 -1.15892 0.217
H 4.14225 1.23865 -0.61805 0.208
H 4.90807 2.82772 -2.30211 0.183
H 1.67092 -1.61771 0.99621 0.251
H 3.05374 -2.53104 2.81967 0.195
H 4.64887 -1.07041 4.04270 0.187
H 4.80282 1.33067 3.42357 0.188
H 3.39068 2.24193 1.62651 0.213
```

Results
E_HOMO   -0.9985 eV
Relative energy (zero: lowest compared OMol25 entry of this formula, charge and spin)   0.00 kcal per mole
LUMO energy   4.2 eV
Gap between HOMO and LUMO   5.180 eV
Charge   -2

# 2
The following is a quantum chemistry calculation of a structure of composition C29H42BMoO7 at a distorted geometry, from OMol25.

The geometry in XYZ format:
```
80
Properties=species:S:1:pos:R:3:lowdin_spin:R:1
C -3.43538 3.35302 -1.48900 0.002
C -2.29579 3.31845 -0.48867 0.003
C -3.08245 2.34828 -2.62600 0.014
C -1.56738 2.07760 -2.46399 0.048
H -3.30918 2.82698 -3.58889 0.001
H -3.70386 1.44591 -2.53755 0.002
C -1.07638 3.05669 -1.39304 0.025
H -2.46416 2.47065 0.18688 0.001
H -2.24947 4.25140 0.08722 0.001
C 0.09263 2.45197 -0.63079 0.006
H -0.76378 4.02656 -1.81865 0.002
H -1.04253 2.30273 -3.39709 0.006
C -1.16244 0.66329 -2.03920 0.454
C -4.78769 3.09991 -0.85763 0.001
C -3.66077 4.74740 -2.05979 0.000
O -3.94569 5.02306 -3.22584 0.001
O -4.99875 2.29967 0.01868 0.001
O -5.74457 3.91668 -1.34027 0.001
O -3.46125 5.70883 -1.14815 0.000
C -3.82695 7.01316 -1.61773 0.000
H -3.71581 7.67552 -0.75401 0.000
H -4.86773 7.00208 -1.97360 0.000
H -3.16340 7.31930 -2.43814 0.000
C -7.02060 3.75867 -0.70629 0.000
H -7.35178 2.71158 -0.76211 0.000
H -7.69753 4.41872 -1.25745 0.000
H -6.95279 4.06287 0.34897 0.000
O -0.00896 1.03471 -0.56133 0.177
H 0.19538 2.79619 0.41032 0.007
H 1.01715 2.68389 -1.19495 0.001
C -0.20465 -0.02604 -2.96497 0.055
C -2.20320 -0.20299 -1.40013 0.051
H -2.91467 -0.55717 -2.17550 0.030
H -2.76165 0.31773 -0.60264 0.004
H -1.72649 -1.09519 -0.96517 0.004
H 0.18234 -0.94130 -2.49736 0.009
H 0.63514 0.63402 -3.21100 0.005
H -0.74402 -0.29705 -3.89346 0.028
Mo 1.58692 -0.05793 0.57189 0.920
C 3.81096 -0.51285 0.27468 0.016
C 3.43453 0.55577 -0.61204 0.066
C 2.98490 1.66379 0.19697 0.013
H 3.49698 0.53702 -1.69355 0.012
C 3.10631 1.29389 1.56819 0.007
C 3.61952 -0.05484 1.61648 0.016
H 3.93364 -0.58617 2.51490 0.001
H 4.27474 -1.44634 -0.02230 -0.001
H 2.71805 2.64322 -0.16842 0.001
H 2.90090 1.93214 2.42940 0.001
C -0.30869 -2.23727 1.71594 0.005
C 0.95450 -2.13314 2.51715 0.010
C 1.07315 -0.62311 2.71499 -0.019
H 0.96823 -2.70051 3.48747 -0.001
C -0.08817 0.02566 2.17447 -0.013
C -0.90335 -1.00103 1.53546 0.004
H -1.90176 -0.81988 1.16400 0.001
H -0.73673 -3.20555 1.47107 0.001
H 1.70471 -0.19989 3.49798 0.000
H -0.39430 1.05305 2.34904 -0.001
C 3.08986 -5.06543 3.33749 0.000
C 3.62099 -4.38674 2.07062 0.000
C 5.11394 -4.60070 1.97321 0.000
O 3.37416 -2.97069 2.24272 0.003
B 2.10312 -2.77824 1.69394 0.013
O 1.80855 -3.67314 0.67461 0.004
C 2.76909 -4.73017 0.75194 0.000
C 3.58859 -4.70315 -0.52969 0.000
C 1.99516 -6.03979 0.80303 0.000
H 3.34150 -6.13156 3.34630 0.000
H 2.00060 -4.94736 3.44935 0.000
H 3.56661 -4.59363 4.20763 0.000
H 5.59716 -4.19877 2.86907 0.000
H 5.32207 -5.67637 1.92077 0.000
H 5.53698 -4.10955 1.09576 0.000
H 4.30268 -5.53901 -0.55336 0.000
H 2.90923 -4.81706 -1.38354 0.000
H 4.12986 -3.75484 -0.64500 0.000
H 1.27262 -6.05203 1.62984 0.000
H 1.43533 -6.15912 -0.13429 0.000
H 2.67596 -6.89647 0.90415 0.000
```

Results
E_HOMO (spin up / spin down)   -0.5783 / -2.3002 eV
Spin multiplicity   3
LUMO energy (spin up / spin down)   2.5 / 2.5 eV
Gap between HOMO and LUMO (spin up / spin down)   3.057 / 4.773 eV
Expectation value of S²   2.02
Charge   -1

> Look up the charge of the first one.

-2